Record 1
85
Properties=species:S:1:pos:R:3:forces:R:3:lowdin_charge:R:1 method="wB97M-V/def2-TZVPD" total_charge=0 lumo_energy_ev=-1.3 smiles="C#CCc1cc(P(C)CC)cc2c1C(=O)N(NCC)C2=O.CCOS(C)(=O)=O.CCOS(C)(=O)=O.CCOS(C)(=O)=O" largest_force_ev_per_a=10.16 homo_ev=-8.143 homo_lumo_gap_ev=6.81
C 1.161122 -3.512301 -8.023745 -2.4 8.6 4.8 0.0317
C 0.652073 -2.319531 -7.428356 4.0 -7.7 -3.4 -0.0834
C 0.196358 -0.939971 -6.602693 0.5 -1.5 -0.7 -0.1762
C 1.305019 -0.727853 -5.411901 2.1 0.6 1.9 -0.0833
C 2.651872 0.211657 -5.697438 -1.0 -2.4 4.6 0.0091
C 3.708419 0.356216 -4.423177 -2.4 -1.6 1.5 -0.3207
P 5.273764 1.479795 -4.661625 -0.3 0.1 -1.1 0.8407
C 6.667662 0.996350 -3.438007 0.0 0.2 1.3 -0.3471
C 4.631327 3.235905 -4.133344 -1.3 -0.4 1.3 -0.4247
C 4.615452 3.303626 -2.493558 -0.5 -0.2 0.0 -0.2030
C 3.516155 -0.356431 -2.954548 -3.6 -1.2 -2.7 0.0034
C 2.175885 -1.270533 -2.719505 0.3 1.6 -3.6 0.0020
C 1.097600 -1.428307 -3.944155 2.6 1.3 0.7 0.0322
C -0.092465 -2.365452 -3.317038 -2.4 -1.1 -3.6 -0.1542
O -1.067990 -3.011507 -3.995931 6.4 4.4 5.1 -0.0190
N 0.166491 -2.398513 -1.796094 3.0 -1.1 -0.8 -0.0911
N -0.554236 -1.460538 -1.048827 -1.9 0.0 2.5 -0.0756
C -1.665451 -2.147054 -0.237788 -1.3 0.9 0.2 -0.2119
C -3.001666 -1.154972 -0.398601 0.7 -1.2 -0.2 -0.1223
C 1.606032 -2.098262 -1.424273 4.1 -0.5 0.7 -0.2208
O 2.341071 -2.403090 -0.351812 -5.4 1.9 -6.3 -0.0070
H 1.941145 -4.364185 -8.313859 -2.4 2.4 0.7 0.0528
H -0.889224 -1.110926 -6.199669 2.3 0.2 -0.5 0.1143
H 0.164384 -0.054246 -7.377972 0.3 -1.8 1.7 0.1162
H 2.862376 0.752718 -6.731973 -0.5 -1.4 2.5 0.1083
H 7.306100 0.064120 -3.791174 -1.6 2.0 0.6 0.0642
H 6.184324 0.787823 -2.380454 1.4 0.4 -1.9 0.0322
H 7.383986 1.948085 -3.363924 -1.6 -2.1 -0.2 0.0567
H 3.489011 3.247718 -4.478220 2.5 0.0 0.6 0.0858
H 5.198615 4.112448 -4.661843 -0.9 -1.9 1.1 0.0795
H 3.999623 4.238284 -2.151528 1.4 -1.7 -0.4 0.0744
H 4.047214 2.348616 -2.064617 1.1 2.0 -1.0 0.0689
H 5.694736 3.265675 -2.033681 -2.1 0.4 -0.9 0.0691
H 4.261531 -0.236697 -2.053810 -1.6 -0.2 -2.2 0.0930
H 0.080427 -1.067106 -0.292427 -0.8 -0.5 -1.6 0.1335
H -1.305352 -2.203521 0.884242 -1.0 -0.1 -2.2 0.1189
H -1.945673 -3.216170 -0.669395 0.9 2.4 0.9 0.1321
H -3.368948 -1.314719 -1.522635 0.6 0.5 2.6 0.0852
H -3.782944 -1.533570 0.390167 1.4 1.0 -1.8 0.0464
H -2.718495 -0.021175 -0.243442 -0.6 -2.4 -0.2 0.0827
C 11.327392 3.195073 -0.326260 -0.3 -0.2 0.0 -0.0778
C 12.137806 3.922096 -1.383253 -0.3 0.5 1.1 -0.2774
O 12.335166 3.114796 -2.535512 -0.5 -0.4 -1.3 -0.2664
S 11.093611 2.916208 -3.572308 0.5 0.1 0.1 0.6203
C 12.021090 2.181896 -4.896190 0.2 0.0 0.1 -0.1220
O 10.627321 4.217990 -4.002706 0.1 -1.1 0.6 -0.2865
O 10.195717 1.916056 -3.038059 0.3 1.0 -0.4 -0.2984
H 10.301544 3.024099 -0.665529 0.1 0.0 0.1 0.0690
H 11.283022 3.778037 0.597814 0.1 0.0 -0.1 0.0813
H 11.763786 2.214820 -0.109518 0.0 0.2 0.0 0.0865
H 11.672515 4.876048 -1.652996 0.0 -0.1 -0.1 0.1169
H 13.129441 4.150310 -0.977415 0.0 -0.2 -0.4 0.1243
H 12.731655 2.914985 -5.282187 -0.1 -0.1 0.1 0.0755
H 11.316981 1.892317 -5.679365 0.0 0.1 0.2 0.0783
H 12.538323 1.298497 -4.516997 -0.1 0.1 0.0 0.0757
C -5.333041 -0.839965 6.125821 0.0 0.4 0.0 -0.0649
C -5.477797 -1.879702 5.030121 0.9 -0.2 1.1 -0.2685
O -6.411794 -1.468693 4.041632 -0.1 0.7 -1.4 -0.3076
S -5.957131 -0.338577 2.959061 -0.2 -0.2 0.2 0.6308
C -7.326615 -0.529694 1.845472 -0.1 -0.2 0.1 -0.1126
O -4.752999 -0.785529 2.290029 -0.8 0.6 0.9 -0.2968
O -6.053935 0.965150 3.577821 0.4 -1.0 -0.5 -0.2787
H -4.873176 0.075215 5.741540 0.0 -0.1 0.0 0.0731
H -4.704660 -1.216585 6.937623 -0.1 -0.1 -0.1 0.0864
H -6.312154 -0.564447 6.530466 0.1 -0.2 0.0 0.0745
H -4.509478 -2.113881 4.575371 -0.2 0.1 -0.1 0.1180
H -5.861287 -2.807747 5.468062 -0.2 0.1 -0.3 0.1259
H -7.287798 -1.526004 1.401428 0.0 0.1 0.1 0.0790
H -7.236265 0.232146 1.068022 0.1 -0.1 0.2 0.0805
H -8.255486 -0.385216 2.400483 0.2 0.0 0.0 0.0648
C -11.350160 -0.571854 9.245611 0.3 -0.1 0.2 -0.0780
C -11.919145 -1.123873 7.951742 -0.6 0.0 1.0 -0.2780
O -10.993675 -1.000670 6.880894 1.0 -0.6 -0.7 -0.2667
S -9.736556 -2.035425 6.811788 -0.4 0.3 -0.3 0.6283
C -9.210772 -1.641084 5.162504 -0.2 0.0 0.1 -0.1236
O -10.242910 -3.392185 6.822300 0.5 1.1 0.4 -0.2839
O -8.714492 -1.589218 7.732781 -0.8 -0.6 -0.5 -0.2900
H -10.510389 -1.178685 9.596667 -0.1 0.1 0.0 0.0703
H -12.110449 -0.563472 10.031498 0.0 0.0 -0.1 0.0808
H -10.974982 0.446271 9.100781 -0.1 -0.1 0.0 0.0861
H -12.238019 -2.164717 8.071086 0.2 0.0 -0.1 0.1169
H -12.807090 -0.544034 7.677034 0.3 -0.1 -0.3 0.1237
H -9.991897 -1.936630 4.459786 0.0 0.0 0.2 0.0803
H -8.293028 -2.197745 4.960353 -0.3 0.1 0.2 0.0566
H -9.015516 -0.568777 5.101332 0.0 -0.1 0.1 0.0808

***

Record 2
84
Properties=species:S:1:pos:R:3:forces:R:3:lowdin_charge:R:1 method="wB97M-V/def2-TZVPD" total_charge=0 lumo_energy_ev=0.5 smiles="[H]/N=C(/C)CPCCCCNC(C)=O.C[C@@H]1COC(=O)O1.C[C@@H]1COC(=O)O1.C[C@@H]1COC(=O)O1.C[C@@H]1COC(=O)O1" largest_force_ev_per_a=8.52 homo_ev=-7.880 homo_lumo_gap_ev=8.34
H 3.575562 3.415598 2.187023 -0.1 -0.3 0.9 0.0115
N 3.549921 3.411593 3.231410 -1.3 -5.3 1.5 0.0634
C 3.240511 2.132973 3.678405 1.4 3.5 -1.2 -0.3529
C 3.186524 1.914834 5.312190 -0.3 -0.2 -0.6 -0.0896
C 2.979565 0.906377 2.591928 1.1 1.7 0.7 -0.3718
P 1.135191 0.533536 2.266636 0.2 -1.5 0.1 0.8928
C 0.334581 -0.470361 3.712906 -0.2 -0.2 1.2 -0.4285
C -1.284856 -0.261394 3.569917 -0.2 -0.5 -0.5 -0.2866
C -2.026033 0.380106 4.882232 0.3 -0.7 -0.3 -0.1890
C -1.259969 1.655842 5.567008 0.1 -0.5 1.4 -0.2133
N -1.979249 2.981813 5.442583 0.1 0.1 -2.4 -0.0354
C -1.775344 3.639444 4.095769 4.5 4.2 -0.2 -0.3078
C -2.725560 3.474941 2.769818 0.3 0.7 0.0 -0.0518
O -0.721578 4.491677 3.977563 -6.4 -5.6 0.6 -0.0663
H 3.865697 0.982281 5.604767 -1.6 2.0 -0.6 0.0849
H 3.551831 2.874971 5.920251 -0.8 -2.1 -1.7 0.0925
H 2.047529 1.693710 5.592199 2.6 0.4 -0.5 0.0567
H 3.424359 1.308099 1.559776 -1.4 -1.1 2.7 0.0352
H 3.628266 -0.037099 2.863919 -1.7 1.6 -0.4 0.0999
H 0.396451 1.789962 2.232964 0.8 -0.5 0.8 -0.0476
H 0.731854 -0.144056 4.773111 -0.9 -0.6 -2.0 0.0630
H 0.582107 -1.630920 3.621728 -0.4 2.6 -0.1 0.0911
H -1.736217 -1.335778 3.310857 0.7 2.5 0.7 0.1181
H -1.500938 0.409986 2.618183 0.4 -1.3 1.9 0.0706
H -3.111121 0.703416 4.540218 2.1 -0.7 0.9 0.1123
H -2.085719 -0.483299 5.696175 -0.1 1.9 -1.7 0.1173
H -0.154101 1.821846 5.223540 -2.2 -0.4 0.4 0.0993
H -1.205379 1.421164 6.736479 -0.1 0.6 -2.5 0.1319
H -2.982246 2.931179 5.726415 1.1 -0.2 -0.7 0.1138
H -2.724043 4.536969 2.227007 0.0 -2.4 1.3 0.1005
H -3.831010 3.144146 2.993299 2.3 0.6 -0.3 0.0833
H -2.214072 2.723333 2.016813 -1.0 1.4 1.7 0.0764
C 7.461160 5.477851 0.588174 0.1 -0.1 0.5 -0.0191
C 6.985146 4.230773 -0.130018 0.8 1.2 0.2 -0.3470
C 5.993618 4.521321 -1.216393 0.2 0.6 -0.8 -0.1156
O 5.221353 3.336512 -1.258364 -0.3 -0.8 1.0 0.0730
C 5.266132 2.807563 0.002696 -0.8 -1.1 0.5 -0.4738
O 4.529295 1.926069 0.403598 1.9 1.8 -1.4 0.0917
O 6.243537 3.400758 0.749652 -1.1 -0.9 -0.5 0.0947
H 8.233475 5.222211 1.320838 -0.1 0.1 -0.2 0.0888
H 7.874605 6.208808 -0.112596 0.0 -0.2 0.0 0.0917
H 6.643159 5.944919 1.148257 0.0 -0.1 -0.2 0.0977
H 7.839612 3.656300 -0.506971 -0.1 0.0 0.0 0.1621
H 6.477003 4.704756 -2.180809 -0.2 -0.2 0.1 0.1452
H 5.328776 5.360807 -0.986272 0.2 0.0 0.1 0.1450
C 0.861160 0.837851 -1.245159 0.2 -0.1 0.4 -0.0473
C 0.385146 -0.409227 -1.963352 0.9 1.2 0.1 -0.3382
C -0.606382 -0.118679 -3.049726 0.3 0.7 -0.8 -0.1269
O -1.378647 -1.303488 -3.091698 -0.4 -0.8 0.9 0.0567
C -1.333868 -1.832437 -1.830637 -0.8 -1.2 0.7 -0.4934
O -2.070705 -2.713931 -1.429736 1.3 1.5 -0.8 0.1162
O -0.356463 -1.239242 -1.083682 -1.2 -0.9 -0.5 0.0842
H 1.633475 0.582211 -0.512495 -0.1 0.1 -0.2 0.0361
H 1.274605 1.568808 -1.945929 0.0 -0.2 -0.1 0.0927
H 0.043159 1.304919 -0.685076 0.0 -0.1 -0.2 0.0780
H 1.239612 -0.983700 -2.340304 -0.2 0.0 -0.1 0.1628
H -0.122997 0.064756 -4.014143 -0.2 -0.2 0.2 0.1240
H -1.271224 0.720807 -2.819605 0.1 0.0 0.2 0.1422
C -0.926640 -5.354394 -6.970984 0.2 -0.3 0.4 -0.0214
C -1.115555 -3.924641 -6.504387 -0.4 -1.2 -0.5 -0.3481
C -1.017415 -2.925806 -7.618142 -0.6 0.0 -0.7 -0.1175
O -0.544949 -1.767488 -6.957081 0.7 0.0 0.9 0.0683
C 0.176979 -2.209856 -5.882280 1.2 1.0 1.2 -0.4945
O 0.927129 -1.512259 -5.225534 -1.4 -1.4 -1.3 0.1249
O -0.054286 -3.535151 -5.647220 0.4 1.3 0.0 0.0931
H -1.077362 -6.048410 -6.137773 -0.1 0.1 -0.2 0.0887
H -1.629999 -5.610244 -7.768568 0.0 0.1 0.1 0.0915
H 0.095212 -5.518106 -7.331525 -0.2 0.2 0.0 0.0942
H -2.058084 -3.823034 -5.953444 0.1 0.1 -0.1 0.1634
H -1.985630 -2.735814 -8.091293 0.2 0.1 0.1 0.1447
H -0.292528 -3.204425 -8.390553 0.0 -0.1 0.1 0.1429
C -4.838840 -3.200857 -0.003853 0.1 0.0 0.5 -0.0300
C -5.314854 -4.447935 -0.722045 0.9 1.2 0.2 -0.3455
C -6.306382 -4.157388 -1.808419 0.2 0.5 -0.8 -0.1200
O -7.078647 -5.342196 -1.850391 -0.2 -0.6 0.8 0.0598
C -7.033868 -5.871145 -0.589330 -1.3 -1.7 0.8 -0.5091
O -7.770705 -6.752639 -0.188429 1.5 1.8 -0.9 0.1326
O -6.056463 -5.277950 0.157625 -1.0 -0.7 -0.5 0.0859
H -4.066525 -3.456497 0.728811 0.0 0.1 -0.2 0.0889
H -4.425395 -2.469900 -0.704623 0.0 -0.2 0.1 0.0734
H -5.656841 -2.733789 0.556230 -0.1 -0.1 -0.2 0.0914
H -4.460388 -5.022408 -1.098998 -0.1 0.1 0.0 0.1632
H -5.822997 -3.973952 -2.772836 -0.2 -0.2 0.1 0.1424
H -6.971224 -3.317901 -1.578299 0.1 0.0 0.1 0.1411

***

Record 3
109
Properties=species:S:1:pos:R:3:forces:R:3:lowdin_charge:R:1 method="wB97M-V/def2-TZVPD" total_charge=+3 lumo_energy_ev="-9.0 / -13.6" largest_force_ev_per_a=5.08 s_squared=0.7572 homo_ev="-16.064 / -16.064" homo_lumo_gap_ev="7.05 / 2.48" multiplicity=2
N 3.177225 26.466942 4.399883 1.0 0.5 0.3 0.3469
H 2.643118 25.652655 4.131990 -0.4 -0.4 0.2 0.1503
H 2.843509 27.280512 3.903064 -0.2 0.2 -0.6 0.1513
H 4.164130 26.309722 4.253573 0.6 -0.3 -1.1 0.1626
H 3.176816 26.685314 5.386001 -1.4 -0.4 0.7 0.0879
N 3.632538 26.349559 9.368021 1.5 0.8 0.3 0.2861
H 2.643273 26.552240 9.348639 -1.3 -0.1 0.1 0.0422
H 4.022987 26.662355 8.490634 0.2 -0.3 -0.2 0.1221
H 3.867706 25.382396 9.539457 -0.2 -0.6 -0.1 0.0518
H 4.051051 26.912788 10.094460 0.1 0.3 0.8 0.1176
N 3.482341 29.530652 6.203984 -0.4 -1.6 -1.5 0.3442
H 2.572231 29.179138 6.465200 -1.8 0.4 1.2 0.0442
H 3.631191 30.469276 6.545932 0.5 1.1 0.7 0.1035
H 3.422525 29.495549 5.196367 0.5 0.7 -0.5 0.1430
H 4.063726 28.763440 6.509729 1.1 0.7 0.4 0.1348
C -1.181141 27.634165 7.620089 0.4 -0.6 -0.1 -0.6462
F -1.599734 28.411204 6.677912 -0.3 0.9 -1.3 0.1733
F -1.672810 28.095631 8.763629 0.2 -1.0 0.0 0.1599
F -1.570599 26.364445 7.303315 0.4 1.1 1.1 0.1225
S 0.701818 27.668088 7.621642 2.7 0.3 -0.1 0.5715
O 1.267319 29.036871 7.624788 -1.5 -0.7 0.0 -0.3309
O 1.148381 26.918822 8.776533 -1.2 -0.1 0.6 -0.3171
O 1.135410 26.985175 6.396604 -0.4 0.1 -0.7 -0.3585
C -0.031463 28.223916 11.810378 -0.4 -0.2 0.7 -0.0642
C 1.045853 29.255650 11.951179 0.5 0.0 -0.9 -0.2081
O 2.011510 28.983613 12.990680 2.0 -2.2 1.6 0.0138
C 2.896825 27.880713 12.988149 -2.7 1.3 -4.1 -0.2414
O 3.006267 27.176640 11.984509 0.1 0.9 1.8 0.0929
C 3.780127 27.749422 14.223590 0.1 0.0 1.1 -0.5507
F 4.664001 26.732877 14.120571 -1.2 0.6 0.0 0.1733
F 4.466294 28.869173 14.329251 0.5 0.5 0.0 0.2019
F 3.021462 27.627537 15.324001 0.4 -0.4 -0.6 0.1878
H -0.440422 28.051771 12.805972 0.1 -0.5 0.1 0.0958
H 0.330777 27.305433 11.348553 -0.2 0.0 0.1 0.0656
H -0.893971 28.623715 11.277138 0.2 0.1 -0.4 0.0726
H 0.600262 30.221869 12.187770 0.3 -0.1 0.4 0.1346
H 1.574899 29.379744 11.006300 0.2 0.0 -0.1 0.1044
C -1.915757 25.309515 3.280504 -0.5 1.3 0.1 -0.0318
C -1.007265 26.431883 3.802838 0.3 -2.1 0.0 -0.2505
O -1.575210 27.705804 3.684519 -0.3 1.6 0.3 0.0122
C -1.610188 28.403269 2.533224 1.0 -2.0 -2.3 -0.3201
O -1.177703 28.007501 1.456641 -0.8 1.0 2.5 0.1626
C -2.315523 29.781092 2.676882 1.6 -1.0 -3.0 -0.6037
F -1.402718 30.731814 2.384258 -0.1 0.0 0.1 0.1566
F -3.275767 29.833113 1.758871 -0.1 0.2 0.3 0.2043
F -2.767804 29.974641 3.844318 -1.3 0.7 2.7 0.2263
H -2.894198 25.432903 3.744770 0.0 -0.2 0.3 0.0826
H -1.519475 24.330920 3.551473 0.0 0.0 -0.4 0.0831
H -2.137037 25.486460 2.227970 0.5 -0.6 -0.2 0.0884
H -0.021130 26.322279 3.351603 0.1 0.6 -0.6 0.1064
H -0.810336 26.229487 4.855627 -0.3 0.5 0.2 0.0826
C 0.355439 31.673179 5.088810 0.3 -0.5 0.5 -0.0537
C -0.434976 32.969914 4.913475 -1.1 -1.3 -1.1 -0.2424
O 0.141199 34.083436 5.504449 1.8 1.7 0.4 0.0049
C 0.445329 35.217392 4.771191 -2.8 -0.7 -1.4 -0.3035
O -0.142106 35.541257 3.768413 1.0 -0.7 1.1 0.1933
C 1.511922 36.145122 5.342703 -0.4 -0.3 1.3 -0.5380
F 2.344532 36.432016 4.378915 0.9 -0.1 -0.3 0.2130
F 0.987107 37.308856 5.766061 0.2 -1.0 0.3 0.1842
F 2.140371 35.481211 6.366048 -0.1 1.1 -0.7 0.1252
H 0.090499 31.119161 5.989352 -0.4 0.1 0.2 0.0450
H 1.434716 31.771134 5.205695 0.2 0.6 -0.4 0.0657
H 0.143530 31.006282 4.253082 0.1 0.1 -0.1 0.0582
H -1.419482 32.771273 5.337024 0.0 0.4 0.3 0.0869
H -0.662123 33.089284 3.854110 0.4 0.5 -0.1 0.1254
C 0.924668 33.491426 9.174170 0.1 -0.8 -0.6 -0.0288
C 1.301172 32.017011 8.868954 -1.8 2.1 0.0 -0.2365
O 2.519960 31.740870 9.495504 4.3 -0.8 -0.4 0.0051
C 3.671179 31.900015 8.745994 -2.6 1.3 -2.3 -0.2395
O 3.618043 32.277238 7.538519 0.8 -2.0 3.7 0.0629
C 5.041874 31.590777 9.512973 -0.9 1.6 -0.6 -0.4870
F 5.627260 30.536408 8.905495 -0.2 0.1 0.3 0.1350
F 5.865464 32.671142 9.369915 -1.2 -1.7 0.6 0.1735
F 4.765996 31.301724 10.783579 0.8 0.2 -0.7 0.1883
H 1.672910 34.161205 8.750348 -0.2 0.1 0.0 0.0809
H 0.822477 33.638264 10.249394 0.2 0.0 0.0 0.0911
H -0.058044 33.640660 8.726828 0.3 0.3 0.0 0.0066
H 1.329367 31.817056 7.797821 0.0 0.0 0.2 0.0889
H 0.511879 31.454744 9.367908 0.4 -0.7 -0.1 0.1180
C -4.379151 25.774774 8.359030 0.7 -0.1 -0.5 -0.0417
C -5.843349 25.431810 8.436923 0.3 1.1 -2.4 -0.1756
O -6.194685 25.475910 9.794695 -3.6 -0.5 3.0 0.1238
C -7.469791 25.619235 10.204217 3.8 0.2 -2.3 -0.1391
O -8.367498 25.951974 9.429120 -0.1 -0.4 0.4 0.4746
C -7.643511 25.516716 11.722925 0.3 -0.7 3.6 -0.5436
F -7.787928 26.703257 12.227208 0.7 1.6 -0.3 0.2604
F -8.759804 24.905026 12.005711 -0.1 -1.4 -0.5 0.2572
F -6.554630 24.928943 12.317485 -1.8 0.6 -1.7 0.2043
H -4.182629 25.939313 7.299597 0.1 0.1 -0.1 0.0905
H -3.656088 25.027478 8.685855 -0.5 -0.4 0.1 0.0954
H -4.081402 26.683642 8.881906 -0.6 0.2 0.0 0.0814
H -6.171867 24.534446 7.912596 0.4 -0.6 0.7 0.1593
H -6.430412 26.171205 7.892173 0.0 0.6 0.2 0.1373
Cl 0.530135 22.511580 8.211026 -0.2 -0.1 0.0 0.6128
C 1.315275 22.978569 6.712827 1.0 -0.2 -0.5 -0.6599
C 2.367626 24.085756 7.003963 -1.8 -0.8 -0.3 -0.6432
Cl 3.587149 23.534095 8.193943 -0.1 0.0 -0.6 0.6489
H 0.571812 23.263509 5.968401 -0.1 0.7 0.3 0.0689
H 1.767733 22.128358 6.202414 0.3 -0.3 0.6 0.0818
H 1.757672 24.909882 7.373920 0.6 0.2 0.3 0.0230
H 2.822663 24.358702 6.051839 0.4 -0.1 0.2 0.0427
Cl -4.872217 29.682906 7.103059 -0.5 -0.8 0.2 0.5825
C -3.996870 31.177466 6.849661 1.7 0.2 0.3 -0.6656
C -3.020951 31.414790 8.015940 -0.2 0.8 0.2 -0.5865
Cl -2.427171 33.153566 7.945344 -0.5 -1.1 0.1 0.6195
H -4.708570 31.984870 6.677418 0.3 -0.1 0.0 0.0840
H -3.319790 30.971577 6.020646 -0.6 0.5 -0.5 0.0382
H -2.127253 30.793906 7.953502 -0.1 0.0 -0.3 0.0382
H -3.459978 31.207802 8.991909 -0.2 0.5 -0.1 0.0672